Below is C10H19N2Pr as an isolated structure in a non-equilibrium geometry, with properties calculated with ωB97M-V with the def2-TZVPD basis set.

Output
LUMO (alpha / beta) (eV): -8.13 / -7.94
Highest occupied orbital energy (alpha / beta) (eV): -17.1774 / -17.1764
Multiplicity: 3
Charge: +2
Relative energy (zero: lowest compared OMol25 entry of this formula, charge and spin) (eV): 0.000
E_tot (Eh): -1018.154446
Orbital gap (alpha / beta) (eV): 9.05 / 9.24
<S²>: 2.003

Each line ends with the Mulliken charge.
Atoms and positions in Å:
C  -2.37424  -0.67583  -2.43136  -0.51
C  -2.37407  0.66727  -2.32354  -0.70
H  -2.86836  -1.30251  -1.69304  0.31
H  -1.88900  -1.17646  -3.26555  0.37
H  -1.88892  1.29477  -3.06799  0.39
H  -2.86878  1.16912  -1.49531  0.40
Pr  0.24667  -0.00247  -0.71730  0.53
C  2.10842  -1.25322  -1.44713  -0.51
C  1.68982  -0.38485  -2.54070  -0.55
C  2.41408  1.06057  -0.78132  -0.26
C  2.48576  -0.36385  -0.29916  -0.38
H  1.29547  -0.71010  -3.46167  0.69
H  1.63733  1.86757  -2.71980  0.61
H  2.65357  1.91808  -0.22160  0.46
C  1.87822  1.02694  -2.13828  -0.58
H  2.80257  -0.67594  0.63539  0.61
H  2.09777  -2.30621  -1.43725  0.52
N  -0.63047  -1.52692  1.08170  -0.56
C  -1.64530  -0.43747  1.31886  -0.35
C  -1.30737  0.46864  2.50525  -0.61
C  0.20861  0.66467  2.82238  -0.82
N  1.07120  0.83465  1.62758  -0.54
H  0.40242  -1.59320  1.24098  0.28
H  -0.85713  -2.19846  1.76543  0.34
H  -1.67240  0.19514  0.41152  0.07
H  -2.65975  -0.88048  1.38351  0.57
H  -1.81063  1.43257  2.33416  0.35
H  -1.73125  0.03039  3.42503  0.38
H  0.36112  1.48166  3.52370  0.47
H  0.54789  -0.26098  3.29102  0.34
H  2.06192  1.13513  1.77208  0.28
H  0.61481  0.50178  0.90241  0.39

Below is a 2-piece molecular cluster, C10H19N3 overall in a non-equilibrium geometry, with properties calculated with ωB97M-V with the def2-TZVPD basis set.

Output
LUMO (eV): 0.95
Highest occupied orbital energy (eV): -7.1582
Charge: 0
Relative energy (zero: lowest compared OMol25 entry of this formula, charge and spin) (eV): 3.150
E_tot (Eh): -556.556029
Orbital gap (eV): 8.11

Each line ends with the Mulliken charge.
Atoms and positions in Å:
C  0.66190  0.69513  -0.90696  -0.75
C  0.06090  0.36931  0.20351  0.30
C  1.38240  -0.35836  -1.71941  -0.95
C  0.43382  -2.02676  -0.10616  -1.02
C  -2.89700  1.84012  0.43264  -0.44
C  -2.06324  2.98999  -0.16516  -0.42
C  -0.03882  -0.93682  0.87365  0.55
C  1.68796  -1.59262  -0.86793  0.70
C  0.76360  -0.91323  2.17685  -1.49
C  2.21681  -2.73082  -1.73628  -1.74
N  -2.08829  1.35009  1.55261  -0.14
N  -0.87785  2.99238  0.69648  -0.42
N  -0.80692  1.83172  1.43029  -0.29
H  0.67720  1.69965  -1.30976  0.27
H  0.75705  -0.64268  -2.57362  0.26
H  2.30914  0.06297  -2.11710  0.42
H  0.63135  -2.94883  0.44477  0.37
H  -0.36070  -2.23068  -0.82783  0.32
H  -3.88507  2.15820  0.76255  0.38
H  -3.00538  1.02462  -0.28923  0.18
H  -1.82292  2.80557  -1.21623  0.22
H  -2.56061  3.96015  -0.07853  0.33
H  -1.08817  -1.11602  1.13652  0.32
H  2.45964  -1.32114  -0.13919  0.17
H  1.82790  -0.81007  1.97755  0.27
H  0.60559  -1.82858  2.74621  0.39
H  0.44059  -0.05852  2.76658  0.43
H  1.45283  -3.05227  -2.44342  0.35
H  2.49457  -3.58514  -1.12299  0.41
H  3.09254  -2.41237  -2.29813  0.41
H  -2.46276  1.57596  2.46799  0.29
H  0.00195  3.20907  0.24975  0.32

Below is C10H19NO4RbS as an isolated structure in a non-equilibrium geometry, with properties calculated with ωB97M-V with the def2-TZVPD basis set.

Output
LUMO (eV): -4.35
Highest occupied orbital energy (eV): -12.2265
Charge: +1
E_tot (Eh): -1170.055909
Orbital gap (eV): 7.88

Each line ends with the Mulliken charge.
Atoms and positions in Å:
C  -1.92044  1.24742  -2.25078  -1.55
C  -1.23922  1.82685  -0.96048  0.99
N  -0.42040  2.79278  -1.09612  -0.66
C  -1.64159  1.21132  0.39543  -1.22
C  -0.42910  0.76596  1.29281  0.59
C  -0.26040  1.97431  2.28093  -1.11
O  0.99550  1.81421  2.95313  -0.45
C  1.80409  1.02438  2.07860  -0.72
C  1.01453  0.78259  0.72205  0.08
C  1.55729  -0.45161  -0.05211  -1.18
C  0.98207  -1.82856  0.42286  -0.83
C  1.05171  -2.80731  -0.81765  -1.06
S  -0.31608  -2.47961  -2.00616  1.20
O  -0.85172  -3.73835  -2.57042  -0.64
O  0.19199  -1.63381  -3.11204  -0.58
O  -1.52058  -1.65561  -1.24006  -0.42
H  -2.83172  0.66645  -2.02309  0.31
H  -1.17184  0.68572  -2.83737  0.30
H  -2.24173  2.10533  -2.87949  0.52
H  -0.34250  2.99784  -2.09432  0.25
H  -2.38772  0.41934  0.20481  0.26
H  -2.17885  2.00898  0.95530  0.57
H  -0.73359  -0.06015  1.96957  0.18
H  -0.19582  2.92865  1.70279  0.42
H  -1.08874  2.15892  2.99100  0.44
H  2.59163  1.75824  1.78662  0.34
H  2.32193  0.15119  2.53975  0.20
H  1.33860  1.63896  0.11175  0.53
H  1.35678  -0.34859  -1.13525  0.63
H  2.66407  -0.52063  0.04990  0.36
H  -0.05837  -1.78249  0.85748  0.40
H  1.65794  -2.27679  1.24451  0.71
H  1.97852  -2.57090  -1.37740  0.43
H  1.11655  -3.87347  -0.53610  0.42
H  -1.75519  -2.10370  -0.41744  0.32
Rb  0.96241  -2.82788  2.84699  0.95